Record 1
16
Properties=species:S:1:pos:R:3:forces:R:3:nbo_charge:R:1 method="wB97M-V/def2-TZVPD" relative_energy_kcal_mol=16.5 homo_lumo_gap_ev=6.388 energy_ha=-288.365331 total_charge=-1 spin_multiplicity=1 max_force_ev_per_a=2.3 lumo_energy_ha=0.1565
O -1.718667 -1.312163 1.446480 0.439 0.185 -0.768 -0.9559
N 1.233298 1.256352 -0.976512 0.707 0.850 -0.174 -0.8598
C -0.670588 -0.210491 -1.598799 -0.421 0.749 0.410 -0.6221
C 0.509310 -0.560292 0.689294 -0.092 0.370 -2.042 -0.4400
C -0.623994 -0.574228 1.730578 -0.647 -0.040 1.826 -0.0186
C 0.116218 0.473766 -0.469224 -0.299 -2.025 1.037 -0.0624
H 2.142505 0.918903 -0.663926 -0.361 -0.353 -0.083 0.3438
H -0.013576 -0.677499 -2.324874 0.196 -0.235 -0.035 0.1827
H -0.207066 -0.874092 2.724318 0.567 -0.250 0.058 0.0690
H 0.587078 -1.595072 0.306678 -0.122 0.317 -0.063 0.1921
H -1.259695 0.556738 -2.124211 0.130 -0.158 -0.110 0.1774
H -1.376774 -0.920370 -1.155129 0.206 -0.003 -0.046 0.2500
H 1.211721 2.200340 -0.603725 -0.208 -0.048 -0.092 0.3441
H 1.546115 -0.266683 0.924652 -0.332 0.021 0.973 0.1578
H -0.902648 0.499300 1.987512 0.322 0.041 -0.457 0.0569
H -0.573236 1.085492 0.106887 -0.084 0.579 -0.434 0.1850

***

Record 2
14
Properties=species:S:1:pos:R:3:forces:R:3:nbo_charge:R:1 method="wB97M-V/def2-TZVPD" relative_energy_kcal_mol=82.7 homo_lumo_gap_ev=10.032 energy_ha=-432.269558 total_charge=+1 spin_multiplicity=1 max_force_ev_per_a=2.8 lumo_energy_ha=-0.1553
O -0.019480 -2.145094 2.808536 0.261 -1.835 2.046 -0.2794
O -2.203573 -0.603163 -0.261830 -0.530 0.363 -0.969 -0.6205
N 0.285286 0.223461 -0.920981 1.553 -1.577 -0.725 -0.6952
N -2.359091 -0.738567 2.077007 -0.705 0.312 0.570 -0.7015
N 0.378485 -1.312731 2.111115 -1.349 0.713 -1.216 0.2755
C -2.384070 -0.618614 0.904689 0.846 -0.549 2.447 0.8788
C 1.105742 0.268984 0.355322 0.932 -1.446 0.025 -0.2920
C 0.296553 -0.440680 1.330855 1.846 0.799 0.078 0.0411
H 1.331775 1.261549 0.571606 -0.126 1.841 0.628 0.2503
H 0.690197 -0.635162 -1.340241 -0.967 0.415 -0.394 0.4458
H 0.500475 0.969890 -1.563634 0.065 0.546 -0.229 0.4411
H -2.245908 -0.660974 3.110250 -0.479 -0.087 -1.939 0.4967
H -0.765977 0.089470 -0.819341 0.651 -0.029 0.429 0.4868
H 2.163460 -0.222072 0.313969 -1.999 0.534 -0.750 0.2725

***

Record 3
11
Properties=species:S:1:pos:R:3:forces:R:3:nbo_charge:R:1 method="wB97M-V/def2-TZVPD" relative_energy_kcal_mol=55.6 homo_lumo_gap_ev=5.040 energy_ha=-441.083825 spin_multiplicity=1 max_force_ev_per_a=6.8 lumo_energy_ha=-0.0287
Rb 0.875144 3.074191 -0.679731 0.267 -0.825 0.068 0.9820
O -2.270586 -0.038311 -0.334129 0.441 0.088 -0.846 -0.7219
O -0.025428 0.372931 0.504853 -4.773 4.296 2.331 -0.6270
O -2.082120 0.606575 1.802552 1.836 0.728 -2.366 -0.5411
O 2.224624 0.685979 -1.038609 -0.135 0.805 -0.522 -0.8746
C -1.574047 0.423760 0.712646 2.379 -2.770 2.178 0.9819
C 0.783808 -0.683797 0.254538 0.808 -2.085 -2.399 -0.1790
C 1.826850 -0.455369 -0.650230 -1.090 -0.817 1.431 0.2034
H 2.365530 -1.367955 -0.970377 0.107 0.177 0.232 0.1098
H -2.536928 -0.952473 -0.156466 -0.152 0.201 0.028 0.5121
H 0.413155 -1.665531 0.554954 0.312 0.202 -0.134 0.1542

***

Record 4
103
Properties=species:S:1:pos:R:3:forces:R:3:mulliken_charge:R:1 method="wB97M-V/def2-TZVPD" homo_lumo_gap_ev=7.545 energy_ha=-2727.723379 spin_multiplicity=1 max_force_ev_per_a=2.3 lumo_energy_ha=-0.0426
Cs -3.084753 0.144382 -1.577306 0.082 -0.086 -0.114 1.3406
Cs 1.784136 3.300793 -1.300528 -0.005 -0.115 0.051 1.0379
S 0.453269 0.196285 -0.994649 -2.052 -0.921 0.641 -0.1942
O -0.235530 1.295939 -1.739892 0.435 0.609 -0.048 -0.5454
O 2.163439 -5.604229 -0.904417 0.348 0.116 0.224 -0.6946
O -3.849876 2.279223 -3.504603 -0.225 0.121 -0.177 -0.6169
O -0.338247 4.262842 3.505224 0.603 -0.057 -0.333 -0.8135
O -0.629887 -0.619219 -0.382977 0.837 0.060 -0.159 -0.7700
O 1.313835 0.779070 0.051058 0.478 0.600 0.107 -0.9475
O 1.247331 -0.614560 -1.925923 0.249 -0.104 -0.371 -0.5417
O 3.741741 -0.857878 3.927248 0.122 -0.119 -0.173 -0.7227
O -2.126636 -0.821702 -5.887065 -0.224 -0.526 0.049 -0.7233
O 4.494989 -2.015415 -5.567027 0.563 -0.115 0.522 -0.7017
O -1.813549 0.001185 4.832351 -0.138 -0.227 -0.881 -0.6509
O -3.736512 -4.461384 3.018839 0.650 0.067 0.116 -0.6724
N -4.663045 4.304161 -4.116834 0.524 0.983 -0.119 -0.1724
N -2.395758 -2.635066 3.131968 0.028 -0.976 -0.767 0.1807
N 1.699837 3.573280 4.280076 -0.083 -0.714 -1.479 -0.0625
N -1.405886 1.729129 3.371735 -0.477 -1.734 -0.771 0.0455
N 1.853055 -3.366901 -0.828435 0.876 0.632 -0.406 0.4532
N -0.703791 -0.098698 -4.324268 0.737 -0.062 0.972 0.4922
N 3.367403 -0.000968 1.868610 0.045 0.366 0.181 0.6069
N 3.410339 -1.450925 -3.655421 0.592 0.503 1.035 0.2909
C 3.043205 -0.789337 2.925080 0.290 0.270 0.469 0.4602
C 0.562087 4.268121 4.340426 -0.494 1.326 1.482 0.7084
C -3.344290 -3.518231 5.179257 -0.792 0.339 -0.510 -1.0721
C -0.074194 -4.899285 -1.108077 -0.230 1.800 -0.678 -0.7670
C -1.603320 -2.329765 -4.031284 0.986 0.198 -1.055 -0.5250
C 2.252835 -2.747103 -5.347731 -0.678 -0.622 0.853 -0.6827
C 2.075837 2.864350 3.063695 1.134 0.275 -0.236 -0.5382
C -1.800527 2.192832 5.719731 0.703 -0.031 0.328 -1.0209
C 1.420137 -4.637961 -0.955528 -0.651 -0.851 0.053 0.6817
C -2.902704 4.162600 -2.432910 -1.068 0.982 0.083 -0.8577
C 0.441506 5.162775 5.580867 0.173 -0.466 -0.027 -0.9914
C -3.838894 3.504285 -3.428127 0.598 -1.079 0.420 0.6849
C 3.238674 -3.094075 -0.471177 0.138 -0.061 0.095 -0.8527
C -3.152319 -3.607205 3.681791 -1.213 -0.041 0.215 0.7374
C 3.519694 -2.086636 -4.836433 -1.009 0.383 -1.535 0.7306
C -1.331244 0.849126 2.198983 0.316 1.074 -0.367 -0.5042
C -1.501414 -1.041117 -4.860303 -0.664 0.502 -0.233 0.6732
C -0.530344 1.257181 -4.795023 -0.606 -0.341 -1.000 -0.9260
C -5.579129 3.882001 -5.132641 -0.613 -0.964 -0.999 -0.9168
C -1.916198 -2.815479 1.762357 0.492 1.858 0.389 -0.8121
C 1.770320 -1.568674 2.800421 -0.702 0.342 0.248 -0.0992
C 4.527893 -0.682921 -3.135591 0.243 -0.399 -0.177 -1.1180
C 4.665661 0.611300 1.737126 0.558 0.102 -0.451 -1.1009
C -1.682365 1.191296 4.572567 0.143 0.826 1.447 0.6041
H -2.601706 -2.511639 -3.639201 0.051 0.146 0.101 0.2587
H 1.598370 -2.956178 -4.492704 -0.157 0.097 -0.176 -0.0156
H 0.321149 1.373751 -5.469728 0.330 -0.063 0.320 0.2897
H 5.415303 0.231815 2.428734 -0.357 -0.573 0.042 0.3755
H -1.977150 -3.819481 1.368290 -0.203 -0.198 0.399 0.4145
H -4.473564 5.287324 -4.013741 -0.210 0.019 -0.100 0.2058
H 1.346545 2.158571 2.680042 -0.102 -0.061 0.284 0.0400
H -3.752370 -4.461633 5.534538 0.721 -0.212 0.167 0.3648
H 2.566287 -1.281279 -3.125583 -0.388 -0.599 -0.422 0.2458
H -0.488687 1.917669 -3.937110 0.146 0.079 -0.005 0.1423
H -0.665192 -3.979554 -0.971140 0.195 -0.126 0.357 -0.0769
H 1.129956 -1.187226 2.003531 0.153 -0.248 -0.240 -0.7003
H 3.554282 -2.113803 -0.827967 -0.441 0.199 0.191 0.0588
H 1.364568 5.157975 6.160993 0.036 0.249 -0.079 0.3405
H 4.753596 1.694330 1.897224 -0.642 0.101 -0.068 0.3324
H 2.358069 3.557950 2.259217 -0.557 0.271 0.022 0.1538
H -0.884387 -2.459878 1.790788 0.137 -0.328 -0.403 0.0721
H -0.801628 -2.333564 -3.291609 -0.378 -0.064 0.423 -0.0985
H -2.448145 -3.114383 5.640204 -0.113 -0.272 0.465 0.2737
H -5.495161 4.371446 -6.106632 0.332 0.670 0.413 0.3396
H -6.618903 3.966393 -4.816388 0.037 -0.060 0.103 0.2908
H 4.999272 -0.190285 -3.989041 0.163 0.282 0.353 0.4223
H -1.949362 3.655362 -2.345486 -0.010 -0.117 -0.102 0.0600
H 1.211533 -1.461878 3.733215 0.106 -0.056 0.045 0.4511
H 1.975925 -2.630118 2.677231 0.068 0.007 -0.182 0.3872
H -0.657044 0.013113 2.349500 -0.234 -0.207 0.112 -0.4002
H -2.744323 2.073286 6.249991 -0.291 0.291 -0.478 0.3798
H -1.089835 1.948595 6.516304 0.242 -0.293 -0.314 0.2884
H -2.155741 -1.793497 3.641702 0.229 -0.155 0.149 0.1466
H 3.041217 2.390988 3.237449 -0.329 -0.551 0.289 0.3128
H -1.359615 -3.140471 -4.720733 -0.247 -0.103 0.027 0.2845
H -0.148364 -0.369487 -3.523170 0.098 0.139 0.019 -0.2135
H 3.974669 -3.769334 -0.908430 -0.380 -0.416 0.108 0.3906
H 2.411143 -3.705964 -5.839161 0.513 0.065 0.071 0.3829
H -0.895973 1.436520 1.388308 0.117 -0.043 0.045 0.4239
H -1.169660 2.702233 3.244292 -0.108 0.086 0.333 0.4443
H -3.440381 4.156138 -1.479291 0.236 -0.354 0.131 0.2945
H -0.334141 4.815394 6.264307 -0.132 -0.089 -0.257 0.2507
H -0.278020 -5.129377 -2.155585 0.100 -0.639 0.099 0.2571
H 3.275459 -3.131543 0.618340 0.572 0.056 -0.006 0.2635
H -1.554399 3.213234 5.419482 -0.646 -0.083 -0.011 0.0738
H -5.375996 2.850443 -5.426744 -0.043 -0.118 0.597 0.3122
H 1.704162 -2.148796 -6.075017 0.217 0.377 0.140 0.2001
H 4.994594 0.404030 0.715810 0.292 0.148 0.037 0.2791
H 1.388567 -2.532738 -1.162926 -0.723 -0.347 0.106 -0.2629
H 2.657179 0.241315 1.177777 0.135 -0.446 0.024 -0.0311
H -0.428145 -5.654971 -0.418604 0.163 -0.242 -0.118 0.3779
H 0.176693 6.167458 5.260149 0.090 0.025 0.008 0.2896
H -2.410467 -2.110291 1.085272 -0.183 -0.263 -0.143 0.2418
H 2.413267 3.662358 4.975270 -0.112 0.172 0.292 0.2810
H 5.268623 -1.326951 -2.649019 0.043 -0.038 -0.225 0.3079
H -2.811916 5.235426 -2.623119 0.449 -0.093 -0.194 0.3831
H -2.306479 0.533836 1.809556 0.037 -0.235 0.517 0.3993
H 4.183703 -0.007161 -2.345554 -0.137 0.114 -0.405 0.2534
H -1.379611 1.506195 -5.433332 -0.197 0.018 0.242 0.3934
H -4.194560 -2.849137 5.354284 0.293 0.356 -0.018 0.2538

***

Record 5
39
Properties=species:S:1:pos:R:3:forces:R:3:nbo_charge:R:1 method="wB97M-V/def2-TZVPD" relative_energy_kcal_mol=64.2 homo_lumo_gap_ev=9.028 energy_ha=-1141.360094 spin_multiplicity=1 max_force_ev_per_a=4.7 lumo_energy_ha=0.0170
F -5.663940 -0.517263 0.473133 0.571 0.228 0.879 -0.3270
F -5.398778 0.905604 2.129352 0.378 -0.958 -0.397 -0.3250
F -5.216925 -1.255754 2.487630 0.219 0.795 -0.636 -0.3301
O -0.124225 1.636201 -2.042280 1.230 -0.597 0.519 -0.5687
O 1.792988 0.497875 -2.451949 -0.232 0.536 0.460 -0.5172
N 1.651019 -0.527952 1.601982 0.511 0.565 0.497 -0.4750
N 0.437386 3.247782 0.892217 0.393 -2.748 -1.333 -0.2993
C -2.605842 0.513641 2.158310 0.369 0.096 -0.471 -0.1749
C 3.000710 -0.948726 1.278814 -0.444 -0.176 -0.040 -0.3921
C -1.242527 0.582592 1.864452 -0.295 0.140 0.356 -0.1894
C -3.444743 -0.184602 1.293974 -0.345 -0.215 0.253 -0.1470
C -2.946367 -0.862533 0.189767 0.291 0.163 -0.185 -0.1993
C -1.581190 -0.805322 -0.077013 -0.058 -0.082 0.093 -0.1271
C -0.719504 -0.119086 0.780638 0.554 -0.463 -0.195 -0.0508
C 1.301679 1.049122 -0.181211 0.113 0.335 -1.408 -0.4412
C 1.153362 -0.891977 2.899023 -0.216 0.060 0.330 -0.3931
C 0.705329 2.223289 0.386062 -0.025 4.088 2.361 0.3041
C 0.791622 -0.212561 0.492641 -0.152 -1.494 -0.017 -0.0151
C 2.352222 -0.272621 -4.648227 0.089 -0.072 -0.153 -0.6265
C -4.920992 -0.257656 1.591811 -0.840 -0.081 0.171 0.9791
C 0.897029 1.107222 -1.643062 -0.894 0.107 -1.346 0.8088
C 1.584807 0.758894 -3.866186 -0.112 -0.233 0.229 -0.0765
H 3.018836 -1.908563 0.730552 0.054 0.097 0.015 0.1710
H -3.002311 1.016278 3.035497 0.015 0.004 -0.223 0.2364
H 0.275914 -1.551504 2.858131 0.154 0.041 0.093 0.1913
H 2.020293 -1.287629 -4.398682 0.098 0.229 -0.024 0.2160
H 2.145536 -0.097059 -5.706653 0.113 -0.103 0.011 0.2209
H -1.181147 -1.286742 -0.974415 -0.128 0.012 0.414 0.2099
H 0.943535 -1.052758 -0.221471 -0.371 0.419 -0.149 0.1912
H 2.398852 1.125100 -0.142202 -0.450 -0.044 0.140 0.2756
H 1.940807 1.777593 -4.070808 -0.210 -0.222 0.040 0.1891
H 1.954535 -1.406805 3.437389 -0.278 0.042 -0.012 0.2039
H -3.605889 -1.433407 -0.459019 0.079 0.237 0.106 0.2361
H 3.434024 -0.191490 -4.487621 -0.255 -0.045 0.007 0.2151
H -0.604830 1.214592 2.486186 -0.185 -0.400 -0.168 0.2358
H 3.542039 -1.082039 2.222717 0.056 0.137 -0.423 0.2118
H 0.892010 0.011021 3.468008 -0.067 -0.342 0.165 0.1876
H 3.514604 -0.203230 0.658427 0.088 -0.202 0.205 0.1846
H 0.510074 0.690475 -4.045913 0.183 0.146 -0.163 0.2070

***

Record 6
37
Properties=species:S:1:pos:R:3:forces:R:3:nbo_charge:R:1 method="wB97M-V/def2-TZVPD" homo_lumo_gap_ev="6.886 / 7.152" energy_ha=-1289.216190 spin_multiplicity=3 max_force_ev_per_a=6.5 s2=2.01 lumo_energy_ha="-0.0335 / -0.0420"
W -0.024556 -0.400566 -2.802118 -1.430 5.531 3.043 1.5011
S -0.199916 -0.692210 0.689461 -0.352 0.695 1.760 2.3860
O -1.047770 0.392303 0.176489 0.406 -0.417 -0.890 -1.0031
O -0.813420 -2.000240 0.732460 0.025 -0.159 -0.611 -0.9896
O 1.170043 -0.668718 0.150352 -0.211 -0.039 -1.480 -0.9946
N -1.663679 -1.084724 -2.698446 -2.987 0.434 1.733 -0.6631
C 1.212658 -1.719521 -3.519247 1.433 -3.938 -1.239 -0.7388
C -0.167479 -2.293049 -3.337687 1.963 -4.935 -0.725 -0.5301
C -1.140192 1.447940 -3.596949 0.702 1.053 -0.175 -0.2697
C 0.094648 -0.824997 4.747219 0.033 -0.037 -0.432 -0.2232
C -0.156644 2.076943 -2.769446 -0.634 0.205 -0.316 -0.2548
C -0.005473 -0.229309 2.411695 0.149 0.082 0.250 -0.3585
C 0.073703 1.496759 4.090345 0.040 -0.207 -0.008 -0.2332
C 0.968427 0.928331 -4.416535 -0.068 0.984 -0.633 -0.2870
C 0.035636 1.127629 2.752386 -0.045 -0.455 -0.019 -0.1276
C 0.056403 -1.211211 3.404963 -0.057 0.303 0.035 -0.1683
C 0.083214 0.526392 5.095222 -0.016 -0.079 -0.050 -0.0218
C -0.444552 0.744269 -4.645398 0.142 0.297 -0.140 -0.3411
C 0.060296 0.919651 6.542712 0.018 0.077 0.399 -0.6273
C 1.130501 1.762983 -3.286151 -0.270 -0.035 -0.098 -0.2761
H -2.549752 -1.538893 -2.486604 0.424 0.008 -0.522 0.4144
H 1.758638 0.571928 -5.065777 -0.169 0.006 0.218 0.2613
H 0.081028 2.551584 4.359622 -0.005 -0.175 -0.015 0.2037
H -2.220668 1.572570 -3.504791 0.521 -0.331 0.082 0.2707
H 0.048319 -2.264213 3.124066 -0.066 0.300 0.040 0.2360
H -0.376483 2.745850 -1.933301 0.155 -0.562 -0.219 0.2739
H 0.946650 0.549857 7.076987 -0.169 0.095 -0.139 0.2173
H 0.118738 -1.586721 5.530504 -0.011 0.225 -0.214 0.2079
H 1.604672 -1.897622 -4.505269 0.140 0.624 -0.504 0.2368
H 1.919585 -2.187447 -2.830445 0.125 0.453 0.440 0.2558
H -0.914197 0.280936 -5.519497 0.325 0.046 0.540 0.2658
H -0.235488 -3.009346 -2.501287 -0.182 0.299 -0.432 0.2382
H 2.063766 2.167232 -2.905903 -0.147 -0.414 0.051 0.2643
H -0.817667 0.501382 7.055884 0.188 0.113 -0.149 0.2181
H -0.685768 -2.641684 -4.232488 0.075 0.255 0.259 0.2244
H 0.009029 1.877853 1.967198 -0.057 -0.144 0.118 0.2205
H 0.027735 2.008090 6.649776 0.013 -0.156 0.041 0.2113